Molecular formula: C25H42N6O4P2STb
Method: DFT, ωB97M-V with the def2-TZVPD basis set

Element x y z (Å)
Tb  0.130  -0.083  0.024
S  -0.108  1.720  3.005
P  0.005  -3.109  -0.784
P  2.648  -1.497  -1.214
O  2.018  -0.119  -0.958
O  1.470  -2.585  -1.274
O  -0.855  -1.841  -0.767
O  -0.162  0.446  2.097
N  -0.381  3.020  -1.336
N  -0.789  1.730  -1.234
N  0.262  -3.713  0.699
N  3.405  -1.534  -2.613
N  3.483  -1.938  0.110
N  -0.477  -4.228  -1.793
C  0.322  -5.457  -1.983
C  -1.992  3.091  4.248
C  -2.816  0.447  -1.920
C  1.863  2.300  1.214
C  0.563  -2.705  1.730
C  -1.467  -3.950  -2.857
C  2.630  3.128  0.404
C  -2.341  2.960  -2.292
C  3.904  -2.814  -3.152
C  0.807  2.841  1.941
C  0.518  4.194  1.898
C  3.843  -3.352  0.358
C  -1.273  3.787  -1.973
C  1.305  5.017  1.099
C  -4.108  3.726  3.303
C  3.497  -0.388  -3.540
C  -2.002  1.697  -1.825
C  4.589  -1.020  0.471
C  -1.037  5.235  -2.242
C  2.350  4.490  0.347
C  -3.799  3.060  2.117
C  -3.211  3.746  4.361
C  -1.695  2.453  3.049
C  -0.620  -4.786  1.230
C  -2.581  2.421  1.978
H  2.960  5.142  -0.264
H  4.739  -3.635  -0.197
H  -2.867  -0.102  -0.977
H  -0.357  5.364  -3.085
H  -0.337  -2.172  2.051
H  -0.961  -3.789  -3.809
H  -0.062  -5.336  1.985
H  4.336  0.010  0.227
H  3.020  -4.014  0.099
H  -4.514  3.041  1.305
H  -3.244  3.244  -2.808
H  0.884  -5.391  -2.915
H  3.160  0.524  -3.058
H  -0.909  -5.473  0.441
H  -3.839  0.695  -2.191
H  -2.340  1.913  1.054
H  3.786  -3.620  -2.429
H  0.972  -3.199  2.611
H  5.507  -1.292  -0.053
H  -2.426  -0.226  -2.684
H  -2.062  -3.078  -2.603
H  4.536  -0.266  -3.841
H  3.463  2.718  -0.154
H  -2.131  -4.808  -2.939
H  0.528  3.295  -0.993
H  1.102  6.080  1.072
H  -3.465  4.250  5.284
H  -1.975  5.725  -2.493
H  4.762  -1.090  1.544
H  4.962  -2.721  -3.394
H  -0.353  -6.310  -2.029
H  2.888  -0.576  -4.425
H  -1.518  -4.362  1.681
H  -0.301  4.611  2.470
H  -1.300  3.070  5.083
H  2.173  1.274  1.375
H  3.349  -3.071  -4.054
H  -5.064  4.223  3.403
H  4.050  -3.466  1.421
H  -0.608  5.736  -1.374
H  1.351  -2.017  1.402
H  1.011  -5.606  -1.153

* spin multiplicity: 7
* frontier orbital gap (spin up / spin down): 7.747 / 9.463 eV
* highest occupied orbital energy (spin up / spin down): -17.1 / -17.1 eV
* total charge: +3

Atomic partial charges in e from the Mulliken method, atoms 1 to 5: atom 1 (Tb): 1.11, atom 2 (S): 0.10, atom 3 (P): 0.29, atom 4 (P): -0.77, atom 5 (O): -0.28


Molecular formula: C25H43AlBr5ClFKN3NaO5PS2
Method: DFT, ωB97M-V with the def2-TZVPD basis set

Element x y z (Å)
Br  -3.102  -3.084  -6.589
Br  3.228  3.507  -4.397
Br  -3.766  -3.593  -2.991
Br  4.441  5.047  -1.840
Br  3.356  2.029  -1.536
K  2.986  -3.847  7.975
Cl  -2.910  -0.086  -4.849
S  1.038  1.081  1.727
S  -0.128  4.098  -2.088
P  -1.524  2.889  -2.699
Al  5.714  4.007  -9.171
Na  2.500  0.467  4.003
F  6.450  6.070  -2.927
O  2.599  5.065  -7.864
O  2.772  -0.027  11.045
O  0.681  1.656  -7.572
O  0.258  -1.812  11.334
O  1.312  -1.496  8.427
N  2.970  -0.634  -4.771
N  0.303  1.807  0.316
N  -0.001  -0.346  1.777
C  -0.035  -1.470  8.902
C  -1.006  -0.340  0.645
C  1.648  -2.150  11.418
C  -2.820  -4.662  -5.478
C  2.500  -1.031  12.024
C  1.170  -1.242  -5.925
C  0.393  3.024  -7.348
C  3.113  1.220  11.633
C  -0.092  -0.869  10.310
C  2.544  -1.317  -5.881
C  -2.345  -2.790  1.117
C  4.192  3.329  -2.717
C  -1.784  1.337  -1.618
C  -6.574  0.970  -2.982
C  1.494  -2.441  7.385
C  -2.183  -1.413  0.227
C  1.885  -0.118  -4.112
C  -0.840  1.025  -0.291
C  -2.986  0.254  -2.041
C  0.753  -0.483  -4.806
C  3.272  4.571  -8.892
C  -3.875  0.597  -3.376
C  -3.154  -1.101  -1.099
C  -3.943  -4.838  -4.483
C  -5.361  -0.095  -3.420
H  -0.021  3.454  -8.262
H  -0.264  -0.229  -4.536
H  0.860  -2.194  6.528
H  -4.017  1.739  -3.600
H  -0.454  -2.481  8.919
H  3.130  5.060  -9.871
H  2.283  1.591  12.242
H  -1.246  -3.073  1.485
H  -0.616  -0.848  8.213
H  -4.012  -1.871  -1.401
H  -7.572  0.772  -3.594
H  3.298  1.937  10.831
H  -6.754  0.927  -1.803
H  -1.838  -4.551  -5.009
H  -3.904  -5.832  -4.029
H  5.189  2.946  -2.959
H  2.010  0.462  -3.208
H  -4.935  -4.680  -4.914
H  -5.579  -0.333  -4.569
H  0.499  0.047  10.384
H  -1.131  -0.592  10.516
H  1.975  -0.596  12.883
H  -6.242  2.065  -3.230
H  -0.338  3.116  -6.540
H  1.313  3.552  -7.083
H  4.373  4.569  -8.821
H  3.462  -1.437  12.356
H  3.083  3.518  -9.160
H  3.934  -0.528  -4.483
H  -3.079  -2.697  2.027
H  3.254  -1.797  -6.541
H  4.016  1.122  12.240
H  1.697  -3.012  12.093
H  1.276  -3.449  7.742
H  -1.270  2.442  -4.055
H  0.537  -1.685  -6.683
H  1.047  1.301  -6.744
H  2.035  -2.482  10.453
H  -5.454  -1.114  -2.853
H  2.542  -2.406  7.068
H  -2.660  -3.643  0.349
H  -2.777  3.644  -2.708
H  -2.790  -5.501  -6.179

* frontier orbital gap: 2.102 eV
* highest occupied orbital energy: -13.3 eV
* total charge: +3

Atomic partial charges in e from the Mulliken method, atoms 1 to 5: atom 1 (Br): -0.14, atom 2 (Br): 0.08, atom 3 (Br): 0.12, atom 4 (Br): 0.35, atom 5 (Br): 0.03


Molecular formula: C25H43BrN2P2Pd
Method: DFT, ωB97M-V with the def2-TZVPD basis set

Element x y z (Å)
Pd  0.649  -0.345  0.343
Br  -2.874  2.094  3.027
P  -1.780  4.149  -1.058
P  1.796  -0.108  -1.647
N  -0.541  -7.738  3.974
N  1.511  1.540  1.138
C  0.299  -3.713  2.630
C  0.576  0.017  -3.007
C  -0.752  0.275  2.988
C  0.183  -5.500  4.474
C  0.027  -5.087  3.115
C  -0.055  4.038  -0.469
C  -2.322  -0.046  1.176
C  -0.480  -6.064  2.239
C  -0.147  -3.120  1.481
C  2.682  -1.716  -1.635
C  -4.257  4.399  0.190
C  -1.942  0.624  2.353
C  -0.504  -1.695  1.472
C  4.326  0.744  -2.705
C  0.799  5.249  -0.850
C  -1.545  -1.124  0.648
C  -2.197  2.620  -2.010
C  -0.739  -7.372  2.708
C  -0.222  -1.271  -3.206
C  -0.113  -6.819  4.845
C  0.023  -0.800  2.500
C  -2.823  3.932  0.441
C  3.594  -1.856  -0.417
C  -2.848  2.936  -3.367
C  2.991  1.223  -2.108
H  -4.749  3.797  -0.586
H  -4.265  5.447  -0.135
H  4.825  1.569  -3.240
H  -4.856  4.326  1.106
H  1.101  0.337  -3.923
H  2.175  2.056  0.549
H  5.007  0.392  -1.918
H  -1.112  -8.123  2.007
H  0.528  -4.806  5.233
H  -2.788  2.874  0.739
H  4.189  -0.075  -3.424
H  -3.717  3.600  -3.285
H  0.000  -7.147  5.880
H  -0.453  0.781  3.908
H  -0.068  3.917  0.619
H  1.835  4.942  -1.027
H  3.074  -1.511  0.490
H  1.880  -2.467  -1.589
H  -2.838  1.938  -1.424
H  -1.832  -1.690  -0.249
H  4.541  -1.313  -0.508
H  2.050  1.185  1.933
H  -0.936  -1.131  -4.030
H  0.841  -3.144  3.388
H  3.190  1.836  -1.208
H  0.827  2.208  1.511
H  -2.348  4.494  1.259
H  2.498  1.903  -2.826
H  -3.193  2.015  -3.855
H  -0.105  0.841  -2.727
H  0.350  3.129  -0.928
H  -2.127  3.417  -4.038
H  0.859  -1.180  3.093
H  3.225  -1.862  -2.574
H  -0.458  -3.698  0.606
H  0.427  -2.125  -3.456
H  -1.232  2.119  -2.164
H  3.840  -2.914  -0.285
H  0.428  5.726  -1.764
H  -0.794  -1.514  -2.295
H  -0.670  -5.811  1.194
H  -3.290  0.199  0.733
H  0.826  5.997  -0.050

* relative energy (zero: lowest compared OMol25 entry of this formula, charge and spin): 39.14 kcal/mol
* frontier orbital gap (spin up / spin down): 6.092 / 6.090 eV
* highest occupied orbital energy (spin up / spin down): -6.2 / -6.2 eV

Atomic partial charges in e from the Mulliken method, atoms 1 to 5: atom 1 (Pd): -0.13, atom 2 (Br): -0.14, atom 3 (P): -0.34, atom 4 (P): 0.76, atom 5 (N): -0.63